The following is a quantum chemistry calculation of a structure of composition C30H48BrN3P2V at a distorted geometry, from the Open Molecules 2025 dataset.

Values from the calculation:
<S²>: 3.790
Lowest unoccupied orbital energy (alpha / beta): -6.2 / -7.9 eV
Orbital gap (alpha / beta): 7.3 / 5.5 eV
HOMO (alpha / beta): -0.496 / -0.493 Eh
F_max: 4.2 eV Å⁻¹
2S+1: 4
Total energy: -150649.7236 eV
Molar mass: 643.53 g mol⁻¹
Charge: +2

CARTESIAN COORDINATES (ANGSTROEM)
N1 -5.1904 0.9436 -2.3235
C1 -5.0576 1.5746 -1.1567
C2 -3.8081 1.8101 -0.5854
C3 -2.6566 1.3252 -1.2356
C4 -2.8055 0.7134 -2.5010
C5 -4.1162 0.5315 -2.9794
C6 -1.3616 1.7079 -0.6522
V1 -0.2348 0.2040 0.1158
P1 1.9128 -0.2694 -0.1374
C7 -0.0847 1.4889 -1.3684
C8 0.9433 2.6027 -1.4333
C9 1.8230 2.6568 -2.5298
C10 2.9740 3.4457 -2.4853
C11 3.2596 4.2056 -1.3340
C12 2.2786 4.3200 -0.3282
C13 1.1071 3.5310 -0.3920
Br1 4.8763 5.0039 -1.1579
H1 -1.4557 2.5616 0.0415
H2 -0.1244 0.8369 -2.2574
H3 -3.7141 2.4419 0.2937
H4 -1.9557 0.4559 -3.1306
H5 -5.9565 1.9028 -0.6348
H6 -4.2885 0.0305 -3.9410
H7 1.5715 2.1042 -3.4387
H8 0.3320 3.6468 0.3603
H9 3.6525 3.4834 -3.3362
H10 2.4280 5.0137 0.4892
P2 -1.0429 -2.0521 -0.3746
C14 3.2153 0.9496 0.2883
C15 4.6377 0.7600 -0.2130
H11 3.2363 0.9191 1.3842
H12 2.8497 1.9376 -0.0041
H13 5.2336 1.6368 0.0715
H14 5.1071 -0.1328 0.2199
H15 4.6804 0.6957 -1.3009
C16 2.4621 -0.7548 -1.8855
C17 3.8054 -1.3896 -2.2546
H16 2.2925 0.1442 -2.5066
H17 1.6710 -1.4525 -2.1946
H18 3.7331 -1.7530 -3.2923
H19 4.6496 -0.6930 -2.2452
H20 4.0372 -2.2344 -1.5965
C18 1.7172 -0.8757 1.7328
C19 2.7584 -1.8175 2.3846
H21 0.6888 -1.3064 1.7579
H22 1.6670 0.0532 2.3187
H23 2.2517 -2.3960 3.1756
H24 3.2098 -2.5114 1.6418
H25 3.5636 -1.2541 2.8867
C20 -1.2136 -3.1049 1.1505
C21 -1.7641 -4.5160 0.9295
H26 -1.8509 -2.5572 1.8605
H27 -0.2160 -3.1519 1.6149
H28 -2.6760 -4.5330 0.3200
H29 -1.0193 -5.1597 0.4500
H30 -1.9968 -4.9639 1.9051
C22 -0.0409 -3.1379 -1.5006
C23 -0.2280 -2.8955 -3.0062
H31 -0.3344 -4.1692 -1.2517
H32 1.0088 -3.0026 -1.1923
H33 -1.1205 -3.4240 -3.3825
H34 -0.3280 -1.8300 -3.2770
H35 0.6434 -3.3053 -3.5394
C24 -2.6605 -2.3123 -1.2289
C25 -3.8352 -1.8948 -0.3701
H36 -2.7238 -3.3658 -1.5388
H37 -2.6256 -1.7024 -2.1444
H38 -4.7672 -1.9517 -0.9476
H39 -3.9591 -2.5193 0.5232
H40 -3.7093 -0.8535 -0.0499
C26 0.6272 2.4444 4.9838
C27 -0.2374 1.8376 3.9486
C28 -1.5107 1.3097 4.0385
C29 -1.8371 0.7484 2.7942
N2 -0.7743 0.8937 1.9707
N3 0.1552 1.6449 2.6780
C30 -3.0606 0.0485 2.3922
H41 0.4150 3.5207 5.1002
H42 0.3939 1.9563 5.9429
H43 1.7000 2.3062 4.7706
H44 -2.1013 1.2893 4.9326
H45 1.0195 2.0158 2.2635
H46 -2.8606 -1.0322 2.3327
H47 -3.8512 0.1987 3.1421
H48 -3.4332 0.4236 1.4292